Entry 1:
# C10H17N2

A 2-piece molecular cluster, C10H17N2 overall (ωB97M-V/def2-TZVPD, the Open Molecules 2025 dataset).

## Properties
**Molecular weight**: 165.3 g/mol
**Orbital gap**: 8.527 eV
**E_HOMO**: -12.86 eV
**Energy relative to the best compared isomer or geometry (same formula, charge and spin)**: 0.751 eV
**F_max**: 4.40 eV/Å
**Charge**: +1

Last columns: bonded neighbours and bond lengths (Å).
Geometry (Å):
1 C -2.10 2.49 -0.90  C2 1.398, C3 1.416, H13 1.118
2 C -1.05 2.73 -0.02  C1 1.398, C4 1.340, H14 1.077
3 C -2.67 1.20 -0.84  C1 1.416, C5 1.363, H15 1.079
4 C -0.49 1.85 0.83  C2 1.340, C6 1.401, H16 1.136
5 C -1.96 0.18 -0.27  C3 1.363, C6 1.452, H17 1.013
6 C -0.86 0.52 0.61  C4 1.401, C5 1.452, C10 1.426
7 C 1.07 -0.44 2.13  C10 1.523, H18 1.167, H19 1.160, H20 1.068
8 C 1.85 -2.16 -0.89  N12 1.416, H21 1.068, H22 1.049, H23 1.075
9 C 1.15 -0.02 -1.65  N12 1.429, H24 1.163, H25 1.120, H26 1.102
10 C -0.11 -0.55 1.18  C6 1.426, C7 1.523, N11 1.354
11 N -0.68 -1.78 1.23  C10 1.354, H27 1.053, H28 1.093
12 N 1.51 -0.83 -0.53  C8 1.416, C9 1.429, H29 1.055
13 H -2.54 3.26 -1.58  C1 1.118
14 H -0.76 3.77 -0.11  C2 1.077
15 H -3.54 1.03 -1.45  C3 1.079
16 H 0.24 2.22 1.62  C4 1.136
17 H -2.44 -0.72 -0.27  C5 1.013
18 H 2.01 -1.05 1.83  C7 1.167
19 H 0.68 -0.65 3.20  C7 1.160
20 H 1.40 0.58 2.13  C7 1.068
21 H 1.35 -2.28 -1.83  C8 1.068
22 H 2.89 -2.24 -0.89  C8 1.049
23 H 1.42 -2.79 -0.13  C8 1.075
24 H 1.93 0.02 -2.52  C9 1.163
25 H 0.13 -0.29 -2.01  C9 1.120
26 H 0.97 0.96 -1.18  C9 1.102
27 H -1.63 -1.97 0.81  N11 1.053
28 H -0.13 -2.63 1.63  N11 1.093
29 H 2.37 -0.40 -0.11  N12 1.055


Entry 2:
# C10H17N2O

A 2-piece molecular cluster, C10H17N2O overall (ωB97M-V/def2-TZVPD, the Open Molecules 2025 dataset).

## Properties
**Molecular weight**: 181.3 g/mol
**Orbital gap (alpha / beta)**: 7.994 / 7.995 eV
**E_HOMO (alpha / beta)**: -11.31 / -11.31 eV
**Energy relative to the best compared isomer or geometry (same formula, charge and spin)**: 4.529 eV
**F_max**: 4.31 eV/Å
**Charge**: +1

Last columns: bonded neighbours and bond lengths (Å).
Geometry (Å):
1 C -0.20 -2.12 3.90  C2 1.382, C3 1.451, H14 1.057
2 C -0.83 -2.42 2.70  C1 1.382, C4 1.464, H15 1.045
3 C 0.51 -0.87 3.66  C1 1.451, N11 1.318, H16 1.067
4 C -0.65 -1.24 1.85  C2 1.464, C5 1.378, N11 1.389
5 C -0.91 -1.21 0.50  C4 1.378, O13 1.177
6 C -1.14 1.78 -0.27  C10 1.519, H17 1.112, H18 1.017, H19 1.070
7 C 1.30 1.22 -0.06  C10 1.537, H20 1.013, H21 1.203, H22 1.112
8 C -0.47 0.97 -3.21  N12 1.540, H23 1.093, H24 1.197, H25 1.151
9 C 1.22 -0.51 -2.23  N12 1.487, H26 1.066, H27 1.170, H28 1.122
10 C -0.07 0.76 -0.59  C6 1.519, C7 1.537, N12 1.470
11 N 0.27 -0.39 2.45  C3 1.318, C4 1.389, H29 1.087
12 N -0.06 0.19 -1.94  C8 1.540, C9 1.487, C10 1.470, H30 1.061
13 O -1.50 -1.61 -0.44  C5 1.177
14 H -0.50 -2.58 4.80  C1 1.057
15 H -1.52 -3.18 2.51  C2 1.045
16 H 1.15 -0.23 4.22  C3 1.067
17 H -1.04 2.61 -1.01  C6 1.112
18 H -2.06 1.40 -0.45  C6 1.017
19 H -1.19 2.07 0.76  C6 1.070
20 H 1.88 0.44 0.22  C7 1.013
21 H 1.22 1.90 0.93  C7 1.203
22 H 1.79 1.73 -0.92  C7 1.112
23 H -1.50 1.33 -3.18  C8 1.093
24 H 0.21 1.94 -3.33  C8 1.197
25 H -0.31 0.42 -4.21  C8 1.151
26 H 2.05 0.05 -2.58  C9 1.066
27 H 1.44 -1.11 -1.25  C9 1.170
28 H 0.98 -1.30 -2.98  C9 1.122
29 H 0.72 0.51 2.04  N11 1.087
30 H -0.81 -0.56 -1.88  N12 1.061


Entry 3:
# C10H17N2O3

An isolated ion of composition C10H17N2O3 and charge -1 (ωB97M-V/def2-TZVPD, the Open Molecules 2025 dataset).

## Properties
**Molecular weight**: 213.3 g/mol
**Orbital gap (alpha / beta)**: 7.697 / 7.643 eV
**E_HOMO (alpha / beta)**: -4.59 / -4.52 eV
**Energy relative to the best compared isomer or geometry (same formula, charge and spin)**: 3.969 eV
**F_max**: 4.44 eV/Å
**Charge**: -1

Last columns: bonded neighbours and bond lengths (Å).
Geometry (Å):
1 C 1.88 -1.34 -0.16  C3 1.508, C5 1.540, N11 1.229
2 C 3.99 0.05 0.56  C3 1.754, O13 1.187, O14 1.194
3 C 2.57 -0.04 -0.46  C1 1.508, C2 1.754, C4 1.485, H16 1.054
4 C 1.68 1.11 -0.15  C3 1.485, C6 1.544, N12 1.459, H17 1.174
5 C 2.73 -2.51 -0.69  C1 1.540, H18 1.115, H19 1.059, H20 1.099
6 C 2.20 2.30 -0.99  C4 1.544, H21 1.142, H22 1.088, H23 1.100
7 C -4.83 -0.96 0.22  C8 1.508, H24 1.092, H25 1.042, H26 1.139
8 C -3.91 -0.22 1.16  C7 1.508, C9 1.485, H27 1.151, H28 1.058
9 C -2.50 -0.20 0.71  C8 1.485, C10 1.616, H29 1.130, H30 1.107
10 C -1.85 1.19 0.22  C9 1.616, O15 1.398, H31 1.066, H32 1.097
11 N 0.78 -1.49 0.37  C1 1.229
12 N 0.27 1.00 -0.52  C4 1.459, O15 1.419
13 O 3.98 0.88 1.41  C2 1.187
14 O 4.84 -0.74 0.26  C2 1.194
15 O -0.52 1.44 0.58  C10 1.398, N12 1.419
16 H 2.96 0.15 -1.42  C3 1.054
17 H 1.88 1.36 0.98  C4 1.174
18 H 3.06 -2.18 -1.70  C5 1.115
19 H 2.30 -3.46 -0.48  C5 1.059
20 H 3.66 -2.34 -0.15  C5 1.099
21 H 2.02 2.02 -2.08  C6 1.142
22 H 3.26 2.55 -0.94  C6 1.088
23 H 1.81 3.23 -0.54  C6 1.100
24 H -5.85 -1.21 0.54  C7 1.092
25 H -5.01 -0.47 -0.69  C7 1.042
26 H -4.30 -1.91 -0.12  C7 1.139
27 H -4.26 0.86 0.96  C8 1.151
28 H -4.16 -0.51 2.14  C8 1.058
29 H -1.87 -0.66 1.53  C9 1.130
30 H -2.53 -0.91 -0.15  C9 1.107
31 H -1.81 0.91 -0.81  C10 1.066
32 H -2.48 2.08 0.39  C10 1.097


What did the third record say?
# C10H17N2O3

An isolated ion of composition C10H17N2O3 and charge -1 (ωB97M-V/def2-TZVPD, the Open Molecules 2025 dataset).

## Properties
**Molecular weight**: 213.3 g/mol
**Orbital gap (alpha / beta)**: 7.697 / 7.643 eV
**E_HOMO (alpha / beta)**: -4.59 / -4.52 eV
**Energy relative to the best compared isomer or geometry (same formula, charge and spin)**: 3.969 eV
**F_max**: 4.44 eV/Å
**Charge**: -1

Last columns: bonded neighbours and bond lengths (Å).
Geometry (Å):
1 C 1.88 -1.34 -0.16  C3 1.508, C5 1.540, N11 1.229
2 C 3.99 0.05 0.56  C3 1.754, O13 1.187, O14 1.194
3 C 2.57 -0.04 -0.46  C1 1.508, C2 1.754, C4 1.485, H16 1.054
4 C 1.68 1.11 -0.15  C3 1.485, C6 1.544, N12 1.459, H17 1.174
5 C 2.73 -2.51 -0.69  C1 1.540, H18 1.115, H19 1.059, H20 1.099
6 C 2.20 2.30 -0.99  C4 1.544, H21 1.142, H22 1.088, H23 1.100
7 C -4.83 -0.96 0.22  C8 1.508, H24 1.092, H25 1.042, H26 1.139
8 C -3.91 -0.22 1.16  C7 1.508, C9 1.485, H27 1.151, H28 1.058
9 C -2.50 -0.20 0.71  C8 1.485, C10 1.616, H29 1.130, H30 1.107
10 C -1.85 1.19 0.22  C9 1.616, O15 1.398, H31 1.066, H32 1.097
11 N 0.78 -1.49 0.37  C1 1.229
12 N 0.27 1.00 -0.52  C4 1.459, O15 1.419
13 O 3.98 0.88 1.41  C2 1.187
14 O 4.84 -0.74 0.26  C2 1.194
15 O -0.52 1.44 0.58  C10 1.398, N12 1.419
16 H 2.96 0.15 -1.42  C3 1.054
17 H 1.88 1.36 0.98  C4 1.174
18 H 3.06 -2.18 -1.70  C5 1.115
19 H 2.30 -3.46 -0.48  C5 1.059
20 H 3.66 -2.34 -0.15  C5 1.099
21 H 2.02 2.02 -2.08  C6 1.142
22 H 3.26 2.55 -0.94  C6 1.088
23 H 1.81 3.23 -0.54  C6 1.100
24 H -5.85 -1.21 0.54  C7 1.092
25 H -5.01 -0.47 -0.69  C7 1.042
26 H -4.30 -1.91 -0.12  C7 1.139
27 H -4.26 0.86 0.96  C8 1.151
28 H -4.16 -0.51 2.14  C8 1.058
29 H -1.87 -0.66 1.53  C9 1.130
30 H -2.53 -0.91 -0.15  C9 1.107
31 H -1.81 0.91 -0.81  C10 1.066
32 H -2.48 2.08 0.39  C10 1.097


What is the molecular weight in the third record?
213.3 g/mol